Entry 1:
DFT (ωB97M-V/def2-TZVPD) results for 2 unconnected molecules or ions with the total composition C29H29N2O in a non-equilibrium geometry.

Each line ends with the Löwdin charge.
Positions of all 61 atoms, in Å:
C -0.628 1.489 5.715  -0.0782
C 0.220 0.419 5.396  -0.0725
C 0.788 0.329 4.126  -0.0328
C 0.531 1.309 3.153  -0.1659
C 1.162 1.134 1.791  -0.4072
C 1.038 2.179 0.852  -0.0541
N 1.754 2.243 -0.335  -0.0356
C 2.644 1.279 -0.728  0.0614
C 3.268 1.324 -1.972  -0.1331
C 2.981 2.404 -2.876  -0.1605
C 3.580 2.406 -4.152  -0.0211
C 4.463 1.400 -4.528  -0.0558
C 4.770 0.354 -3.634  -0.0614
C 4.179 0.312 -2.382  -0.0156
C 2.103 3.409 -2.405  0.0105
C 1.545 3.341 -1.161  -0.0132
O 1.732 0.040 1.550  -0.0576
C -0.357 2.351 3.464  -0.0585
C -0.924 2.447 4.739  -0.0769
H -1.056 1.568 6.715  0.1065
H 0.449 -0.352 6.132  0.1059
H 1.432 -0.513 3.872  0.1128
H 0.581 3.129 1.124  0.0958
H 2.804 0.456 -0.045  0.1167
H 3.337 3.217 -4.840  0.1196
H 4.927 1.414 -5.513  0.1118
H 5.475 -0.423 -3.933  0.1121
H 4.391 -0.488 -1.672  0.1201
H 1.856 4.261 -3.037  0.1268
H 0.876 4.093 -0.750  0.1312
H -0.614 3.082 2.700  0.0948
H -1.599 3.273 4.965  0.1059
C -0.747 -4.860 -1.046  -0.1945
C -0.842 -4.670 0.465  -0.1641
C -0.483 -3.246 0.890  -0.1161
N -1.214 -2.235 0.111  -0.0328
C -1.581 -1.093 0.690  0.0844
C -2.585 -0.226 0.143  -0.1735
C -3.568 -0.673 -0.794  -0.0199
C -4.407 0.239 -1.427  -0.0509
C -4.377 1.593 -1.070  -0.0362
C -3.509 2.025 -0.055  -0.0477
C -2.643 1.129 0.559  0.0033
C -1.101 -2.391 -1.347  -0.1260
C -1.533 -3.785 -1.790  -0.1714
H 0.305 -4.807 -1.350  0.1214
H -1.123 -5.849 -1.321  0.1204
H -1.859 -4.907 0.803  0.1235
H -0.165 -5.358 0.982  0.1251
H -0.707 -3.093 1.953  0.1364
H 0.597 -3.082 0.735  0.1461
H -1.187 -0.903 1.696  0.1567
H -3.669 -1.739 -1.017  0.1166
H -5.092 -0.107 -2.202  0.1183
H -5.032 2.305 -1.572  0.1186
H -3.507 3.072 0.248  0.1165
H -1.967 1.444 1.357  0.1013
H -1.685 -1.631 -1.871  0.1175
H -0.039 -2.258 -1.620  0.1508
H -1.379 -3.867 -2.872  0.1260
H -2.608 -3.917 -1.607  0.1184

LUMO energy in eV: -4.231
F_max in eV/A: 2.110
Energy relative to the best compared isomer or geometry (same formula, charge and spin) in kcal per mole: 7.2
HOMO-LUMO gap in eV: 5.36
HOMO in eV: -9.59
Total charge: +1

Entry 2:
DFT (ωB97M-V/def2-TZVPD) results for a molecular structure, C22H41BrIrNP3S in a non-equilibrium geometry.

Each line ends with the Löwdin charge.
Positions of all 70 atoms, in Å:
Ir -0.492 -0.813 0.588  0.6074
P -0.263 -2.755 -0.297  0.5478
P 2.415 -0.485 1.897  0.8599
P -2.418 -0.014 -0.300  0.5899
H 3.366 2.591 -0.519  0.0625
C 2.412 2.966 -0.926  -0.0518
C 1.351 3.264 -0.162  -0.0714
H 1.358 3.202 0.936  0.0450
C 0.652 -2.915 -1.858  -0.2297
C 0.606 -3.971 0.805  -0.2344
C -1.820 -3.689 -0.552  -0.2249
C 2.941 1.197 2.338  -0.2139
C 2.461 -1.318 3.522  -0.2083
C 3.851 -1.117 0.989  -0.2208
C -2.504 1.805 -0.283  -0.2508
C -3.847 -0.453 0.768  -0.2333
C -2.940 -0.522 -1.993  -0.2805
H 2.381 3.242 -1.984  0.0494
H 0.351 3.427 -0.609  0.0329
H 0.510 -3.926 -2.254  0.0744
H 1.724 -2.772 -1.676  0.0560
H 0.314 -2.168 -2.583  0.0124
H 0.522 -4.976 0.367  0.0676
H 0.126 -3.999 1.795  0.0511
H 1.670 -3.712 0.932  0.0379
H -1.554 -4.702 -0.896  0.0724
H -2.452 -3.192 -1.298  0.0349
H -2.355 -3.757 0.406  0.0542
H 4.007 1.108 2.591  0.0800
H 2.387 1.554 3.217  0.0219
H 2.828 1.885 1.492  0.0043
H 3.458 -1.752 3.666  0.0734
H 1.703 -2.113 3.559  0.0473
H 2.259 -0.581 4.307  0.0562
H 4.763 -0.813 1.514  0.0732
H 3.865 -0.688 -0.020  0.0572
H 3.832 -2.212 0.907  0.0582
H -3.532 2.129 -0.483  0.0772
H -1.836 2.196 -1.058  -0.0047
H -2.190 2.190 0.693  0.0472
H -4.786 -0.264 0.232  0.0689
H -3.827 0.158 1.678  0.0555
H -3.803 -1.508 1.056  0.0397
H -2.923 0.347 -2.667  0.0319
H -3.957 -0.950 -1.960  0.0726
H -2.257 -1.266 -2.419  0.0104
C -0.080 1.915 -4.081  -0.6260
C 0.064 1.411 -5.403  -0.0478
C 0.434 2.272 -6.420  -0.0024
C 0.632 3.641 -6.184  0.0512
C 0.418 4.155 -4.882  0.0093
C 0.044 3.309 -3.839  -0.0625
S -0.208 0.840 -2.822  1.0628
H 0.833 -1.257 1.546  -0.1117
H -0.037 0.339 -5.561  0.1261
H 0.590 1.879 -7.426  0.1418
H 1.002 4.307 -6.966  0.1464
H 0.552 5.217 -4.676  0.1386
H -0.065 3.673 -2.813  0.1036
Br 0.263 2.421 5.229  0.8270
C -0.700 0.930 4.505  -0.6181
C -1.226 -0.034 5.359  -0.0542
C -1.698 -1.206 4.776  0.0020
C -1.631 -1.375 3.388  -0.1042
N -1.027 -0.455 2.597  -0.1732
C -0.712 0.752 3.115  -0.1914
H -1.207 0.122 6.435  0.1327
H -2.101 -2.013 5.378  0.1325
H -2.078 -2.227 2.873  0.1162
H -0.425 1.527 2.417  0.0950

LUMO energy (spin up / spin down) in eV: -7.938 / -12.007
F_max in eV/A: 3.282
Spin multiplicity: 5
Energy relative to the best compared isomer or geometry (same formula, charge and spin) in kcal per mole: 36.1
HOMO-LUMO gap (spin up / spin down) in eV: 7.45 / 5.09
HOMO (spin up / spin down) in eV: -15.38 / -17.10
Total charge: +3

Entry 3:
DFT (ωB97M-V/def2-TZVPD) results for a gas-phase ion, C7H14NO (charge +1) in a non-equilibrium geometry.

Each line ends with the Löwdin charge.
Positions of all 23 atoms, in Å:
C 1.665 1.326 -0.502  -0.1105
C 1.783 0.237 0.699  -0.0744
C 0.167 1.436 -0.874  -0.1008
C 0.346 -0.040 1.135  -0.1224
C -0.547 0.842 0.307  -0.3175
C -0.556 -0.791 0.133  -0.3360
C -0.054 -1.775 -0.919  0.0134
N -1.843 -1.272 0.597  0.2346
O -1.762 1.349 0.837  0.0351
H 2.036 2.294 -0.121  0.1162
H 2.300 1.021 -1.324  0.1047
H 2.123 -0.701 0.296  0.1040
H 2.234 0.761 1.539  0.1222
H -0.158 2.478 -1.204  0.1507
H 0.006 0.866 -1.763  0.0981
H 0.223 -0.370 2.151  0.1534
H 0.687 -1.418 -1.696  0.1227
H -0.909 -2.033 -1.551  0.0930
H 0.286 -2.612 -0.455  0.0569
H -2.058 -0.254 0.949  0.1733
H -1.613 -2.052 1.228  0.1904
H -2.459 -1.581 -0.104  0.1483
H -1.895 2.289 0.644  0.1448

LUMO energy in eV: -3.092
F_max in eV/A: 4.610
Energy relative to the best compared isomer or geometry (same formula, charge and spin) in kcal per mole: 69.5
HOMO-LUMO gap in eV: 10.46
HOMO in eV: -13.55
Total charge: +1
SMILES string: C[C@@]1([NH3+])[C@H]2CCC[C@]21O